1.
Molecular formula: C2H4O4
Method: DFT, ωB97M-V/def2-TZVPD

Last column: natural (NBO) charge in e.
Positions of all 10 atoms, in Å:
H  1.74  2.52  0.60  0.46
O  1.05  1.79  0.59  -0.43
O  -1.02  -0.27  1.12  -0.47
O  -0.53  3.35  0.14  -0.46
H  -0.66  3.25  1.10  0.46
H  -1.74  -2.36  -1.21  0.24
C  -1.03  -1.76  -0.87  -0.77
C  -1.08  -0.95  0.15  0.73
O  0.09  2.12  -0.34  -0.02
H  -0.24  -1.54  -1.55  0.26

Output
**Calculated total energy**: -10321.9422 eV
**SMILES string**: C=C=O.OOO
**Relative energy (zero: lowest compared OMol25 entry of this formula, charge and spin)**: 719.5 kJ/mol


2.
Molecular formula: C2H4O4
Method: DFT, ωB97M-V/def2-TZVPD

Last column: natural (NBO) charge in e.
Positions of all 10 atoms, in Å:
O  0.84  0.92  0.84  -0.73
H  -1.90  0.92  1.15  0.12
H  0.88  0.66  1.78  0.49
O  0.77  -0.37  -0.93  -0.71
C  0.23  -0.16  0.28  0.69
C  -1.71  0.43  0.20  0.38
O  -2.41  0.08  -0.68  -0.48
H  1.40  0.30  -1.04  0.49
H  0.68  -2.01  0.60  0.50
O  0.23  -1.30  1.09  -0.74

Output
**Calculated total energy**: -10326.7103 eV
**Relative energy (zero: lowest compared OMol25 entry of this formula, charge and spin)**: 259.5 kJ/mol


3.
Molecular formula: C2H4O4S
Method: DFT, ωB97M-V/def2-TZVPD

Last column: natural (NBO) charge in e.
Positions of all 11 atoms, in Å:
H  -2.09  0.67  -2.13  0.20
H  -2.58  -0.36  -0.78  0.18
S  1.70  0.24  1.76  1.73
O  2.06  -0.77  2.70  -0.84
O  -0.39  -0.41  0.57  -0.77
O  0.62  0.79  -1.01  -0.68
H  -0.90  -1.27  0.80  0.53
C  -0.49  0.17  -0.66  0.64
H  1.42  0.47  -0.66  0.51
C  -1.92  0.24  -1.24  -0.61
O  2.57  0.24  0.63  -0.90

Output
**Calculated total energy**: -21161.1274 eV
**Relative energy (zero: lowest compared OMol25 entry of this formula, charge and spin)**: 224.7 kJ/mol


| no. | molar mass (g/mol) |
| --- | --- |
| 1 | 92.05 |
| 2 | 92.05 |
| 3 | 124.12 |